ORCA calculation (ωB97M-V with the def2-TZVPD basis set) on a cluster of 5 separate species, C9H24N3O6 in total.

* charge: +1
* energy: -26465.970 eV
* ΔE to the lowest compared entry with this formula, charge and spin: 0.00 kcal/mol
* LUMO level: -0.17282 hartree
* gap between HOMO and LUMO: 7.5287 eV
* highest occupied orbital energy: -12.23 eV

Each line ends with the Löwdin charge.
CARTESIAN COORDINATES (ANGSTROEM)
1 N 3.5114 -0.2850 1.0407  0.16
2 C 2.3140 0.4161 0.9404  -0.29
3 C 1.0590 -0.0873 1.3558  0.07
4 C -0.0473 0.6970 1.1788  -0.12
5 C -1.4437 0.2312 1.5578  -0.11
6 O -2.3961 0.6243 0.5794  -0.12
7 O -1.9227 0.3170 -0.7107  -0.03
8 C 0.1507 1.9856 0.6046  -0.02
9 N 1.3029 2.4464 0.2352  0.16
10 N 2.3271 1.6310 0.4149  0.11
11 H 3.8000 -0.4744 0.0766  0.13
12 H 3.3013 -1.2063 1.4150  0.12
13 H 0.9961 -1.0732 1.8002  0.15
14 H -1.7849 0.6555 2.5011  0.16
15 H -1.4307 -0.8662 1.5953  0.14
16 H -1.6454 -0.6183 -0.7680  0.10
17 H -0.7248 2.6072 0.4561  0.15
18 H 3.2341 1.9986 0.1337  0.19
19 C 3.9336 2.5200 3.9101  -0.13
20 O 4.2245 2.2986 2.5287  -0.14
21 H 4.0464 3.5815 4.1092  0.08
22 H 2.9069 2.2219 4.1433  0.07
23 H 4.6283 1.9640 4.5418  0.08
24 H 4.1266 1.3592 2.3465  0.02
25 C -2.0761 -1.3783 -3.6488  -0.12
26 O -0.9241 -1.6934 -2.8518  -0.15
27 H -2.8971 -2.0083 -3.3208  0.09
28 H -2.3416 -0.3311 -3.4972  0.08
29 H -1.8990 -1.5537 -4.7106  0.09
30 H -0.2150 -1.1183 -3.1562  0.08
31 C -5.9022 0.2609 -1.1174  -0.15
32 O -4.7239 0.4855 -1.8867  -0.13
33 H -6.6933 -0.0440 -1.7971  0.08
34 H -5.7395 -0.5325 -0.3824  0.08
35 H -6.2087 1.1750 -0.6032  0.08
36 H -4.0282 0.7553 -1.2808  0.03
37 C 1.5831 -3.1920 -1.3552  -0.11
38 O 1.9745 -1.8572 -0.9889  -0.15
39 H 2.4328 -3.8651 -1.2908  0.09
40 H 0.8110 -3.5360 -0.6649  0.08
41 H 1.1965 -3.1972 -2.3725  0.07
42 H 1.1836 -1.3142 -1.0611  0.05

***

ORCA calculation (ωB97M-V with the def2-TZVPD basis set) on a structure of composition C27H25AlBr2N4O2S.

* charge: +2
* energy: -195966.431 eV
* ΔE to the lowest compared entry with this formula, charge and spin: 78.98 kcal/mol
* LUMO level: -0.21836 hartree
* gap between HOMO and LUMO: 7.7386 eV
* highest occupied orbital energy: -13.68 eV

Each line ends with the Löwdin charge.
CARTESIAN COORDINATES (ANGSTROEM)
1 Al 0.4448 -0.0482 -1.0731  0.31
2 S 2.1975 -3.3760 0.9912  1.18
3 C 0.8283 -2.9166 2.0160  -0.43
4 C 0.5309 -3.4642 3.1976  -0.08
5 C -0.6056 -3.0095 3.9991  -0.05
6 C -0.9711 -1.7275 4.1046  0.00
7 C -0.1787 -0.6222 3.4367  -0.22
8 C -0.0406 -1.9312 1.2748  -0.22
9 N 0.6073 -1.5952 0.0266  0.03
10 C 1.7183 -2.2466 -0.2111  -0.47
11 C 2.4661 -1.9025 -1.4183  -0.24
12 C 3.5821 -2.6170 -1.8430  -0.02
13 C 4.2285 -2.2137 -2.9997  -0.04
14 C 3.7610 -1.1083 -3.6997  -0.04
15 C 2.6479 -0.3962 -3.2543  -0.07
16 C 1.9651 -0.7753 -2.1065  -0.11
17 H 1.1263 -4.2846 3.5824  0.13
18 H -1.1403 -3.7630 4.5652  0.12
19 H -1.8227 -1.4433 4.7106  0.13
20 H 0.8576 -0.9951 3.4540  0.15
21 H 3.9389 -3.4789 -1.2906  0.11
22 H 5.0927 -2.7572 -3.3552  0.12
23 H 4.2699 -0.7957 -4.6022  0.12
24 H 2.3235 0.4659 -3.8260  0.11
25 O -0.5300 3.0250 4.4470  0.07
26 C -0.7015 1.8553 3.7802  -0.31
27 C -0.1162 0.7093 4.1291  0.03
28 C -0.4635 -0.6349 1.9647  -0.14
29 N -1.0124 0.1944 1.1705  0.08
30 C -1.7668 1.2998 1.5980  -0.68
31 Br -3.1676 1.7027 0.3775  0.87
32 C -1.6591 2.0483 2.6903  -0.04
33 H -0.0024 2.8955 5.2447  0.13
34 H 0.5391 0.7228 4.9949  0.13
35 H -0.9985 -2.4327 1.0753  0.18
36 H -2.3342 2.8843 2.8194  0.12
37 Br -0.4541 5.2591 0.7113  0.87
38 C 0.7448 3.8413 0.4788  -0.65
39 C 2.0450 3.8989 0.9567  -0.04
40 C 2.8758 2.8036 0.7649  0.00
41 C 2.3823 1.6888 0.1225  -0.05
42 N 1.1159 1.6364 -0.3279  0.04
43 C 0.3140 2.6994 -0.1673  -0.15
44 H 2.4016 4.7848 1.4651  0.13
45 H 3.8991 2.8166 1.1111  0.13
46 H 2.9955 0.8152 -0.0607  0.13
47 H -0.6918 2.6249 -0.5582  0.07
48 C -4.0819 -0.3223 -3.6633  0.02
49 N -2.9611 -0.3896 -2.7167  -0.09
50 C -3.0105 -1.4556 -1.7140  0.01
51 C -1.9852 0.4771 -2.7458  -0.40
52 C -1.9927 1.6094 -3.7174  0.06
53 O -1.0151 0.3823 -1.9180  0.02
54 H -4.5468 -1.3024 -3.7088  0.11
55 H -3.7359 -0.0606 -4.6588  0.10
56 H -4.8217 0.4050 -3.3289  0.12
57 H -4.0476 -1.6025 -1.4223  0.11
58 H -2.4392 -1.1667 -0.8369  0.06
59 H -2.6222 -2.3842 -2.1335  0.12
60 H -1.8925 1.2348 -4.7377  0.11
61 H -1.1612 2.2745 -3.5064  0.10
62 H -2.9294 2.1641 -3.6584  0.11

***

ORCA calculation (ωB97M-V with the def2-TZVPD basis set) on a structure of composition C22H22CuN3OS4.

* charge: -1
* energy: -117670.209 eV
* ΔE to the lowest compared entry with this formula, charge and spin: 13.99 kcal/mol
* LUMO level (spin up / spin down): 0.09917 / 0.08409 hartree
* 2S+1: 2
* gap between HOMO and LUMO (spin up / spin down): 6.4661 / 6.4003 eV
* expectation value of S²: 0.787
* highest occupied orbital energy (spin up / spin down): -3.77 / -4.11 eV

Each line ends with the Löwdin charge.
CARTESIAN COORDINATES (ANGSTROEM)
1 Cu -0.9231 1.4385 -0.4332  0.10
2 C -6.1663 0.1895 -0.5029  -0.44
3 S -5.4392 1.2229 0.7998  0.79
4 C -3.8186 1.5673 0.1705  -1.10
5 S -3.0147 0.4972 -0.9189  0.62
6 N -3.3356 2.6993 0.5832  -0.10
7 N -2.0345 2.8996 0.3212  -0.10
8 C -1.5983 4.0931 0.0899  -0.08
9 C -0.2243 4.1936 -0.3339  -0.26
10 C 0.5391 5.3586 -0.2140  -0.03
11 C 1.8532 5.3473 -0.6276  -0.08
12 C 2.3846 4.1709 -1.1483  -0.08
13 C 1.5688 3.0617 -1.2497  -0.17
14 N 0.2862 3.0713 -0.8910  0.06
15 H -6.9086 -0.4478 -0.0281  0.02
16 H -5.3679 -0.4015 -0.9410  -0.03
17 H -6.6307 0.8234 -1.2557  0.03
18 H -2.2497 4.9618 0.1240  0.12
19 H 0.0861 6.2385 0.2241  0.11
20 H 2.4731 6.2307 -0.5396  0.10
21 H 3.4145 4.1189 -1.4718  0.10
22 H 1.9380 2.1306 -1.6617  0.11
23 O 0.3574 0.0770 -0.0582  -0.64
24 S 1.0172 0.0814 1.3149  0.41
25 C 2.1892 -1.3744 1.1191  -0.30
26 C 2.8162 -1.3379 -0.2223  -0.30
27 C 4.0652 -0.7528 -0.4190  -0.07
28 C 4.6217 -0.6938 -1.6882  -0.10
29 C 3.9312 -1.2006 -2.7791  -0.11
30 C 2.6742 -1.7608 -2.5950  -0.09
31 C 2.1201 -1.8281 -1.3271  -0.04
32 C -0.9509 -1.2468 2.5601  -0.01
33 C -1.0309 -2.5019 1.9453  -0.33
34 C -1.8798 -2.7299 0.8309  -0.04
35 C -1.9439 -3.9668 0.2295  -0.10
36 C -1.1698 -5.0312 0.6923  -0.11
37 C -0.3201 -4.8311 1.7788  -0.11
38 C -0.2494 -3.6011 2.3950  -0.08
39 H 1.5500 -2.2425 1.2541  0.06
40 H 2.8941 -1.2729 1.9408  0.08
41 H 4.6006 -0.3411 0.4265  0.09
42 H 5.5969 -0.2412 -1.8225  0.09
43 H 4.3687 -1.1511 -3.7689  0.09
44 H 2.1193 -2.1421 -3.4432  0.10
45 H 1.1385 -2.2620 -1.1837  0.11
46 H -1.6298 -0.4539 2.2797  0.06
47 H -0.3857 -1.1153 3.4707  0.06
48 H -2.4711 -1.9036 0.4553  0.06
49 H -2.6107 -4.1146 -0.6116  0.10
50 H -1.2301 -6.0021 0.2176  0.09
51 H 0.2859 -5.6499 2.1492  0.09
52 H 0.4068 -3.4574 3.2466  0.11
53 S 2.2870 1.5830 1.5168  0.15

***

ORCA calculation (ωB97M-V with the def2-TZVPD basis set) on a cluster of 2 separate species, CH2O3S2 in total.

* charge: 0
* energy: -28878.992 eV
* ΔE to the lowest compared entry with this formula, charge and spin: 56.62 kcal/mol
* LUMO level: -0.02421 hartree
* gap between HOMO and LUMO: 8.4259 eV
* highest occupied orbital energy: -9.08 eV

Each line ends with the Löwdin charge.
CARTESIAN COORDINATES (ANGSTROEM)
1 C -0.2357 0.7638 0.7451  -0.62
2 O 1.4331 -0.3821 -2.8583  -0.41
3 O 2.6035 -1.2773 -0.9652  -0.42
4 O -1.2969 1.3371 0.4477  -0.03
5 S -0.3884 -0.6294 1.8114  0.77
6 S 1.7205 -0.2930 -1.4786  0.82
7 H -2.1362 1.0125 0.6039  0.05
8 H -1.7000 -0.5316 1.6941  -0.16

***

ORCA calculation (ωB97M-V with the def2-TZVPD basis set) on a cluster of 2 separate species, C4H8NO3 in total.

* charge: -2
* energy: -11904.982 eV
* ΔE to the lowest compared entry with this formula, charge and spin: 71.85 kcal/mol
* LUMO level (spin up / spin down): 0.25569 / 0.23112 hartree
* 2S+1: 2
* gap between HOMO and LUMO (spin up / spin down): 6.6482 / 5.7249 eV
* expectation value of S²: 0.762
* highest occupied orbital energy (spin up / spin down): 0.31 / 0.56 eV

Each line ends with the Löwdin charge.
CARTESIAN COORDINATES (ANGSTROEM)
1 O 0.7901 2.9331 -0.8628  -0.16
2 C 0.2489 1.8256 -0.8343  -0.56
3 N -0.1093 1.0647 0.1969  0.02
4 C -0.4959 -0.2386 -0.0665  -0.38
5 C -1.9226 -0.6139 0.5793  -0.48
6 O -2.5702 -1.6521 0.0595  -0.31
7 C 0.4964 -1.3175 0.5254  -0.45
8 O 1.6431 -1.4209 -0.1384  -0.24
9 H 3.3475 1.3159 -0.4558  0.02
10 H -0.0671 1.3585 -1.8258  0.10
11 H 2.7522 0.8931 -0.3422  0.01
12 H -2.4267 0.3819 0.4602  0.08
13 H -1.7509 -0.7001 1.6695  0.07
14 H 0.6524 -1.0386 1.6007  0.09
15 H -0.5173 -0.5108 -1.1411  0.12
16 H -0.0705 -2.2802 0.5753  0.09

***

ORCA calculation (ωB97M-V with the def2-TZVPD basis set) on a structure of composition C18H21FNS4SbV.

* charge: -1
* energy: -98784.052 eV
* LUMO level (spin up / spin down): 0.07846 / 0.09281 hartree
* 2S+1: 3
* gap between HOMO and LUMO (spin up / spin down): 6.9620 / 7.4362 eV
* expectation value of S²: 2.030
* highest occupied orbital energy (spin up / spin down): -4.83 / -4.91 eV

Each line ends with the Löwdin charge.
CARTESIAN COORDINATES (ANGSTROEM)
1 V -1.3062 -1.0415 1.4760  0.24
2 S -3.1868 -2.3840 4.8392  -0.25
3 Sb -2.6909 -3.3200 2.8751  -0.13
4 S -3.5145 -1.6034 1.3346  0.00
5 S -0.3157 -2.7118 2.5495  0.05
6 S -3.2676 -5.3877 2.0866  -0.26
7 C -1.5165 -2.5422 -1.9070  -0.04
8 C -0.9298 -1.1495 -2.3367  -0.37
9 C -1.9783 -0.1012 -2.0579  -0.08
10 C 0.4736 -0.9208 -1.8192  -0.11
11 C 1.5449 -1.3798 -2.7070  -0.02
12 C 2.8705 -1.2899 -2.3058  -0.09
13 C 3.1153 -0.8238 -1.0079  -0.04
14 C 2.1115 -0.2544 -0.1882  -0.13
15 C 2.6226 0.3470 1.1125  -0.38
16 C 2.5751 -0.7126 2.2367  -0.07
17 C 2.1196 1.7188 1.5534  -0.07
18 C 0.7904 -0.3215 -0.6174  -0.21
19 N -0.2395 0.1786 0.2265  -0.06
20 C -0.6305 1.5067 0.1395  -0.29
21 C -0.2795 2.4347 -0.8227  -0.05
22 C -0.7947 3.7279 -0.7182  -0.10
23 C -1.5817 4.1522 0.3572  -0.09
24 C -1.8978 3.2387 1.3766  -0.01
25 C -1.4131 1.9896 1.2128  -0.22
26 F -1.6591 1.1078 2.2531  -0.02
27 H -2.5178 -2.6405 -2.4101  0.09
28 H -1.6856 -2.5800 -0.7746  0.05
29 H -0.8657 -3.3148 -2.2617  0.06
30 H -0.7879 -1.2205 -3.3944  0.11
31 H -2.4251 -0.1502 -1.0342  0.05
32 H -2.7825 -0.4929 -2.6476  0.07
33 H -1.7788 0.9910 -2.2400  0.09
34 H 1.2642 -1.7636 -3.6840  0.10
35 H 3.6965 -1.6212 -2.9611  0.10
36 H 4.1450 -0.7487 -0.6391  0.11
37 H 3.6414 0.6336 0.9050  0.11
38 H 1.6088 -0.9032 2.6215  -0.02
39 H 3.1364 -0.3163 3.1327  0.09
40 H 3.1017 -1.5931 1.8295  0.09
41 H 1.0952 1.6694 2.1171  0.11
42 H 2.1586 2.3274 0.6377  0.09
43 H 2.7905 2.0434 2.3475  0.07
44 H 0.1897 2.1937 -1.8274  0.14
45 H -0.7041 4.3719 -1.5655  0.09
46 H -1.8583 5.1917 0.3947  0.09
47 H -2.4435 3.4649 2.3130  0.14